This record from the OMol25 dataset describes a molecular structure, C10H40Fe2N20O14P at a distorted geometry. The level of theory is the ωB97M-V functional and the def2-TZVPD basis.

```
87
Properties=species:S:1:pos:R:3:forces:R:3
Fe -14.57179 -6.01895 24.15854 2.5043 0.0528 -3.3249
Fe -18.24911 -4.37310 27.31424 -1.3789 0.8930 1.9290
P -16.37998 -5.11128 25.76036 -1.2114 0.7147 0.1295
O -14.83369 -5.18209 25.86644 -0.0070 0.0669 3.1957
O -16.99408 -3.72464 25.99946 1.7711 0.4133 -0.7640
O -17.27758 -5.97148 26.68395 1.8702 -0.2763 -0.6257
O -16.46479 -5.48062 24.29577 -1.3723 -0.9319 -1.3929
C -13.51766 -3.09381 23.73700 -0.2290 1.6354 2.0729
O -13.69821 -4.15680 23.28765 -1.5248 -6.1185 -2.0386
N -13.86682 -2.66663 24.92305 -1.4637 -0.3408 3.5117
N -12.91618 -2.17213 23.12586 3.5042 5.1692 -4.2847
H -13.60865 -1.73953 25.22954 -0.3543 -0.5473 0.3052
H -14.20803 -3.41363 25.51099 -0.1264 0.4968 0.6030
H -12.88440 -1.25659 23.55114 0.2335 -0.1347 -0.5945
H -12.61758 -2.25294 22.16440 -0.1488 -0.0971 0.2238
C -15.42672 -6.99447 21.13912 0.2680 -0.4893 0.5890
O -14.83083 -6.37789 21.99233 1.2609 2.0711 3.1758
N -16.67348 -6.77821 20.80793 -1.5093 0.0023 -0.6818
N -14.82217 -7.98766 20.55807 1.0303 -2.7442 -2.1423
H -17.16543 -6.07205 21.33653 -0.3013 0.1983 -0.4467
H -17.02861 -7.34690 20.05256 -0.6474 0.6351 0.2339
H -13.86911 -8.23299 20.78518 -0.3189 0.2007 0.0030
H -15.34415 -8.58242 19.93046 0.4810 -0.0539 0.0383
C -16.70363 -0.26495 25.84445 -0.5839 4.1693 -0.3751
O -16.88711 0.93663 25.64679 0.4601 0.4220 0.4948
N -17.50093 -1.16052 25.38886 -2.1749 -1.7529 -1.4542
N -15.75382 -0.78981 26.57810 3.8406 -1.2151 2.4086
H -18.36368 -0.76946 25.03839 0.1018 -0.8664 -0.3399
H -17.23917 -2.09045 25.68350 -1.4324 -0.5520 -0.6906
H -15.09493 -0.25832 27.12899 -0.3976 0.2735 -0.4968
H -15.60404 -1.78836 26.55451 -0.1734 0.1735 0.1492
C -20.69240 -4.89516 25.44064 1.7289 -1.4749 -0.3111
O -20.00984 -4.75830 26.44866 0.8805 -0.1751 1.5783
N -20.53867 -5.73013 24.46339 3.1458 -3.7333 -1.6581
N -21.70880 -4.22293 25.16481 -5.8507 5.0126 0.3364
H -21.08478 -5.69032 23.61470 0.4510 -0.1918 0.3038
H -19.70627 -6.30157 24.48930 -0.2695 -0.2888 -0.4465
H -22.06994 -3.56451 25.84021 -0.1863 0.0026 -0.4169
H -22.20963 -4.46622 24.32215 -0.4021 0.7163 0.6234
C -17.87394 -3.35735 21.99650 -1.0980 -0.7240 -0.8654
O -18.44300 -2.76437 21.14025 -1.6066 1.6779 -2.4427
N -16.82556 -2.94184 22.62638 3.1754 1.6264 1.7777
N -18.22730 -4.57011 22.42203 -1.0579 -2.9616 0.7549
H -16.43252 -3.57108 23.31170 0.5215 0.7021 -0.0632
H -16.46919 -2.02410 22.40086 0.0338 -0.3045 0.3662
H -17.71513 -4.91771 23.22012 -0.3275 -0.4480 -0.1631
H -18.85481 -5.18442 21.92308 -0.1463 0.6724 0.1390
C -20.01565 -1.83259 27.95294 -0.5277 -0.7929 0.9664
O -18.99606 -2.52164 27.82363 -0.2290 0.7856 -0.1576
N -20.17184 -0.55036 27.69904 1.9327 2.0022 -1.2970
N -21.16497 -2.27126 28.46324 -0.9203 -2.0194 0.5395
H -20.89499 -0.03149 28.17647 0.5003 0.2060 -0.4007
H -19.37036 -0.12222 27.25810 -0.2209 0.7107 0.2337
H -21.25019 -3.27072 28.58123 -0.4414 0.2532 0.2599
H -21.94999 -1.63642 28.43459 -0.1317 -0.8220 0.1172
C -15.66065 -3.31637 28.86011 0.6208 -2.2213 -1.4710
O -16.71656 -3.95471 28.82275 -0.4750 0.0186 0.2781
N -15.41583 -2.18617 29.40149 -0.7615 4.1147 2.7357
N -14.52987 -3.74992 28.26066 -0.5310 -1.3225 -0.4263
H -14.54193 -1.73003 29.18164 -0.5570 0.1777 0.5109
H -16.13603 -1.70278 29.91894 0.2491 0.1036 -0.0817
H -13.69204 -3.19063 28.33376 -0.0860 -0.6596 -0.5591
H -14.80040 -4.41368 27.54909 1.4909 -0.0425 -0.3776
C -11.68958 -5.97492 25.47588 -2.3184 -3.1064 -4.8425
O -12.40745 -6.19647 24.47498 -0.7112 0.2641 -0.5538
N -10.41707 -6.11741 25.41872 4.3566 0.6776 -1.0089
N -12.14861 -5.97726 26.65546 -1.6024 1.5823 4.9189
H -9.99127 -6.23493 24.51043 0.1951 0.1944 0.3288
H -9.88217 -5.91723 26.25173 0.4304 -0.3311 -0.5583
H -11.48748 -5.42358 27.18124 -0.9816 -0.1724 1.5119
H -13.15041 -5.90807 26.76368 0.1458 0.4419 0.2608
C -18.57648 -8.56331 24.42231 -0.6390 -3.3263 2.5969
O -19.01989 -9.65370 24.14086 -0.5416 -0.8565 -0.9999
N -18.04205 -7.71957 23.59206 1.1893 2.6617 -3.6588
N -18.49946 -8.14881 25.69372 -0.2435 1.3467 1.4482
H -17.53436 -6.89885 23.89001 0.1715 -0.1945 0.0848
H -17.88113 -8.00740 22.63741 -0.2437 -0.1009 0.2458
H -18.12913 -7.22019 25.83734 0.0591 -0.4422 0.5406
H -18.60516 -8.73111 26.51217 -0.2011 -0.1752 -0.6619
C -15.53284 -8.27778 28.81304 -2.6327 -1.3573 0.2450
O -15.24984 -9.25099 29.49201 0.4750 -0.0368 0.2177
N -16.77816 -7.99825 28.42172 -2.0783 -1.3554 1.0209
N -14.69169 -7.41699 28.33675 4.5994 1.6279 -0.6667
H -17.05103 -7.29444 27.75068 0.1076 -0.1948 0.2430
H -17.37785 -8.70095 28.83000 -0.6351 0.4366 -0.4305
H -14.86881 -6.56197 27.82914 -0.2047 -0.5441 0.2825
H -13.76811 -7.76549 28.55039 0.4292 0.8929 -0.3584
```
Forces are in eV/Å.

Results
HOMO-LUMO gap (spin up / spin down): 8.70 / 8.57 eV
Energy above the lowest of the compared OMol25 structures with the same formula, charge and spin: 3.001 eV
HOMO (spin up / spin down): -11.12 / -11.00 eV
Spin multiplicity: 9
DFT total energy: -5422.63302 a.u.
Total charge: +1